Record 1
A structure of composition C17H34FO20PS in a non-equilibrium geometry, computed with the ωB97M-V functional and the def2-TZVPD basis.

Structure (XYZ):
```
74
Properties=species:S:1:pos:R:3:forces:R:3:lowdin_charge:R:1
C 0.3399 1.5420 2.7711 0.032 0.025 -0.172 -0.021
C 0.4840 3.0523 2.9000 0.647 -0.236 -0.163 -0.388
O 0.9264 3.2980 4.2349 -0.652 0.275 0.220 -0.033
C 1.5173 3.6899 1.9430 -0.445 0.169 -0.122 -0.053
C 2.5626 2.7407 1.4123 -0.419 1.645 0.345 -0.309
O 2.0686 2.2131 0.1697 0.912 -1.274 0.426 -0.137
S 3.2538 1.1940 -0.2490 -1.826 2.168 -0.918 0.604
O 3.1295 1.0299 -1.6318 0.810 0.126 -1.505 -0.195
O 3.2142 0.0768 0.5722 0.733 -1.667 1.800 -0.168
O 4.4351 2.2320 0.1563 -0.089 -0.847 0.339 -0.122
C 3.8957 3.3079 0.9508 1.145 -0.509 -1.079 -0.447
F 3.8390 4.3235 0.0402 -0.607 0.814 0.327 0.078
P 5.1208 3.6997 2.2833 0.766 -0.033 1.259 0.446
O 4.6609 3.2316 3.5630 -1.283 -0.911 1.306 -0.207
O 5.3839 5.2497 2.3430 -0.178 0.230 -1.549 -0.060
O 6.5065 3.0277 1.9285 0.036 0.088 -0.932 -0.078
H 0.5487 1.1566 1.7781 0.003 0.059 -0.184 0.072
H 1.0326 1.0820 3.4669 0.109 -0.177 0.102 0.094
H -0.6644 1.2267 3.0202 -0.188 -0.049 0.241 0.082
H -0.4777 3.5161 2.6945 -0.112 0.227 0.206 0.139
H 0.4641 4.0809 4.5610 0.165 -0.143 -0.004 0.082
H 1.9496 4.5372 2.4634 0.325 0.024 0.169 0.132
H 0.9973 4.1138 1.0880 -0.013 -0.007 -0.272 0.134
H 2.8353 1.9865 2.1495 -0.264 -0.317 -0.042 0.149
H 5.2622 5.6668 1.4719 0.207 0.219 0.264 0.100
H 6.4393 2.0803 2.1275 0.239 0.120 -0.039 0.105
C -0.6969 -4.2726 -1.6293 -0.017 -0.304 0.106 -0.034
O -0.9525 -3.0595 -2.3424 -0.057 -0.058 -0.033 0.000
C -0.2417 -2.0155 -1.9162 -0.066 -0.002 -0.041 -0.634
O 0.5586 -2.0254 -1.0174 0.005 -0.003 0.011 0.122
O -0.5695 -0.9592 -2.6583 -0.029 0.025 -0.031 0.010
C 0.1379 0.2336 -2.3083 -0.060 0.327 -0.011 -0.032
H -1.3303 -5.0426 -2.0607 -0.090 0.154 -0.140 0.090
H 0.3441 -4.5722 -1.7367 0.038 0.105 0.080 0.097
H -0.9533 -4.1613 -0.5776 0.112 0.061 0.022 0.100
H 1.2054 0.1118 -2.4503 0.017 -0.098 0.079 0.063
H -0.0795 0.5168 -1.2786 0.106 -0.091 0.045 0.096
H -0.2147 1.0237 -2.9656 -0.133 -0.157 -0.112 0.101
C 3.2841 -2.2300 -3.1645 0.033 0.228 0.226 -0.028
O 3.5957 -3.4533 -3.8386 0.007 -0.039 0.032 0.011
C 3.3832 -3.4241 -5.1526 0.018 -0.030 0.073 -0.622
O 2.9681 -2.4872 -5.7828 0.005 -0.014 -0.021 0.127
O 3.7107 -4.6184 -5.6523 0.011 -0.033 0.010 0.002
C 3.5308 -4.7313 -7.0643 0.005 -0.112 -0.202 -0.044
H 3.4944 -2.3756 -2.1092 0.010 -0.216 -0.033 0.100
H 3.9045 -1.4165 -3.5357 -0.093 0.016 -0.123 0.100
H 2.2302 -1.9870 -3.2791 0.023 0.046 -0.127 0.083
H 4.1606 -4.0168 -7.5910 -0.088 0.089 0.014 0.097
H 2.4861 -4.5843 -7.3322 0.018 0.126 -0.001 0.097
H 3.8295 -5.7386 -7.3405 0.038 -0.032 0.171 0.092
C -5.8834 -8.2257 -1.6272 -0.031 -0.233 0.049 -0.041
O -6.1405 -7.0123 -2.3360 -0.021 -0.002 -0.016 0.005
C -5.4281 -5.9682 -1.9118 -0.036 0.012 -0.064 -0.624
O -4.6231 -5.9797 -1.0169 0.010 -0.011 -0.013 0.119
O -5.7610 -4.9113 -2.6512 -0.041 0.016 -0.021 0.008
C -5.0688 -3.7111 -2.3012 0.122 0.293 0.003 -0.033
H -6.5204 -8.9880 -2.0664 -0.063 0.123 -0.114 0.093
H -4.8428 -8.5239 -1.7397 0.032 0.076 0.092 0.097
H -6.1342 -8.1165 -0.5738 0.112 0.053 0.021 0.097
H -3.9957 -3.8312 -2.4386 0.011 -0.037 0.117 0.088
H -5.2921 -3.4230 -1.2755 0.096 -0.105 0.051 0.099
H -5.4195 -2.9272 -2.9660 -0.136 -0.163 -0.119 0.094
C -1.7568 5.6895 6.3960 0.180 0.018 0.263 -0.038
O -2.2077 5.3967 5.0720 0.121 -0.003 -0.052 -0.009
C -3.5345 5.2965 4.9552 0.006 -0.031 -0.094 -0.622
O -4.3317 5.4304 5.8436 0.011 0.011 0.008 0.133
O -3.8159 5.0219 3.6812 0.051 -0.008 -0.020 0.000
C -5.2123 4.8850 3.4048 -0.209 -0.043 -0.144 -0.038
H -0.6716 5.7427 6.3622 -0.006 -0.026 -0.190 0.089
H -2.1430 6.6480 6.7367 -0.124 -0.054 0.006 0.099
H -2.0461 4.8976 7.0840 -0.121 0.054 0.010 0.102
H -5.7395 5.8116 3.6224 -0.001 -0.029 0.121 0.098
H -5.6383 4.0632 3.9768 -0.007 0.074 0.101 0.099
H -5.3036 4.6649 2.3452 0.181 0.008 -0.013 0.093
```
Forces are in eV/Å.

For the LUMO energy, the calculation gives 0.23 eV. Its largest force on an atom is 2.98 eV Å⁻¹. For the HOMO-LUMO gap, the calculation gives 0.400 Ha. As for the total energy: -81973.20115 eV. As for the spin multiplicity: 1.

Record 2
A cluster of 6 separate species, C17H35Br2N2O20S5 in total in a non-equilibrium geometry, computed with the ωB97M-V functional and the def2-TZVPD basis.

Structure (XYZ):
```
81
Properties=species:S:1:pos:R:3:forces:R:3:lowdin_charge:R:1
C 2.5166 -4.9524 1.4218 -0.807 0.515 0.692 -0.130
C 1.4736 -3.6652 1.5736 1.735 -0.428 1.941 -0.732
Br 0.9668 -2.8328 -0.1708 0.149 -0.649 1.038 0.721
C 0.2226 -4.0945 2.5388 0.466 -0.146 -0.572 -0.586
Br -0.1182 -2.5063 3.7642 0.454 -1.255 -0.262 0.664
C -1.1947 -4.3811 1.7635 -0.021 -0.112 -0.416 -0.351
C -1.9964 -5.5187 2.6284 2.839 -1.273 0.545 -0.097
N -3.4746 -5.6333 2.3309 -1.496 -0.067 0.535 0.003
C -4.0055 -4.5296 1.4152 -0.793 2.461 -0.809 -0.098
C -3.3639 -3.1170 2.0194 -0.399 -0.621 -0.751 -0.146
N -1.9055 -3.0537 1.6283 -1.756 -1.144 -0.447 -0.145
H 3.1095 -4.9861 2.4554 -1.166 -0.002 -2.361 0.107
H 1.8510 -5.9134 1.3654 1.518 1.638 -0.222 0.082
H 3.2455 -4.8279 0.5113 -1.553 -0.330 1.887 0.093
H 2.0907 -2.8389 2.1735 -1.585 -1.700 -1.560 0.059
H 0.5887 -4.9854 3.2279 -0.862 1.873 -1.457 0.121
H -1.0426 -4.8254 0.6703 0.151 0.821 2.430 0.152
H -1.8095 -5.4335 3.8044 -0.720 0.191 -2.658 0.160
H -1.5136 -6.5691 2.3295 -1.018 2.372 0.634 0.163
H -3.7654 -6.5796 1.9625 0.659 1.199 0.442 0.194
H -3.9809 -5.5285 3.2607 0.614 -0.060 -1.303 0.184
H -5.1904 -4.4792 1.4665 2.597 -0.495 -0.077 0.157
H -3.6353 -4.6470 0.2948 -0.803 -0.132 2.536 0.162
H -3.5098 -3.1733 3.1794 0.343 0.437 -2.036 0.114
H -3.9159 -2.1774 1.5335 1.184 -2.220 1.250 0.158
H -1.8715 -2.6829 0.6504 0.199 -0.591 1.085 0.067
C -0.7113 1.9324 -0.5781 0.334 0.786 -0.402 -0.176
C -2.0856 2.2553 -1.1584 -0.110 0.476 0.881 -0.174
O -2.3522 1.2099 -2.0904 0.781 -1.367 0.050 -0.177
S -1.6514 -0.1642 -1.5601 0.437 0.876 -0.332 0.652
O -2.6551 -0.9467 -0.8735 1.124 0.205 -0.630 -0.268
O -0.8283 -0.6963 -2.6212 -1.326 0.227 1.397 -0.241
O -0.6800 0.5129 -0.4394 -1.124 -1.124 -0.446 -0.219
H 0.0866 2.2248 -1.2684 -0.357 -0.292 0.419 0.102
H -0.5484 2.4138 0.3899 -0.097 -0.303 -0.048 0.144
H -2.1103 3.2290 -1.6536 0.015 -0.482 -0.067 0.123
H -2.8584 2.2218 -0.3832 0.078 0.012 -0.005 0.134
C 2.8411 4.7348 -3.6342 0.149 -0.084 -0.938 -0.158
C 2.0260 5.8316 -4.3143 0.908 0.413 0.022 -0.168
O 0.6786 5.6005 -3.9096 -0.426 -1.088 1.207 -0.182
S 0.6779 4.9693 -2.4056 0.679 1.149 -0.407 0.707
O 0.4453 6.0433 -1.4656 -0.018 -1.840 -0.906 -0.224
O -0.1021 3.7537 -2.4206 0.700 1.970 -0.286 -0.271
O 2.2577 4.5717 -2.3426 -1.306 0.426 0.349 -0.189
H 2.7498 3.7853 -4.1715 0.043 0.112 0.003 0.137
H 3.8976 5.0011 -3.5446 -0.268 -0.031 0.233 0.143
H 2.1124 5.8003 -5.4030 -0.295 -0.098 0.526 0.085
H 2.3215 6.8228 -3.9543 0.044 -0.098 -0.003 0.141
C 3.5863 -0.4339 0.9314 -0.186 -0.506 0.230 -0.200
C 3.9271 -0.2667 2.4098 -0.518 0.421 -0.082 -0.177
O 5.3488 -0.1701 2.4564 0.296 -0.027 -0.938 -0.191
S 5.8756 0.5543 1.0932 0.674 0.415 -0.139 0.683
O 6.0846 1.9563 1.3791 -0.128 -1.922 -0.589 -0.231
O 6.8849 -0.2851 0.4906 -1.214 1.252 0.919 -0.230
O 4.4989 0.4106 0.2320 0.613 0.294 0.736 -0.190
H 3.7549 -1.4643 0.6022 -0.066 0.047 0.036 0.111
H 2.5549 -0.1463 0.7105 0.255 0.098 -0.094 0.119
H 3.5776 -1.1062 3.0154 0.304 0.071 -0.046 0.122
H 3.5122 0.6658 2.8069 -0.065 -0.119 -0.032 0.136
C 0.4236 5.6294 -9.8041 -0.737 -0.187 0.184 -0.170
C -0.0656 6.9572 -9.2319 -0.153 0.114 -0.818 -0.171
O 0.7506 7.1936 -8.0871 0.960 -0.843 0.242 -0.192
S 2.2309 6.5620 -8.3522 0.209 0.650 -0.677 0.700
O 3.1011 7.6253 -8.8029 -0.951 -1.737 0.902 -0.219
O 2.5599 5.6900 -7.2486 -0.104 1.085 -1.384 -0.255
O 1.8409 5.6433 -9.6413 0.378 0.865 0.799 -0.186
H 0.0237 4.7838 -9.2352 -0.022 0.085 -0.072 0.134
H 0.1622 5.5132 -10.8593 0.300 0.057 0.165 0.140
H -1.1216 6.9267 -8.9530 0.285 0.003 0.206 0.139
H 0.1001 7.7763 -9.9398 -0.072 -0.112 0.023 0.136
C -1.8924 -2.3774 7.9399 0.392 0.745 -0.229 -0.167
C -3.0622 -1.3989 8.0017 0.330 0.057 0.850 -0.166
O -4.0183 -1.9009 7.0707 0.230 -1.286 -0.683 -0.189
S -3.9159 -3.5283 7.0318 -0.363 0.249 1.181 0.678
O -4.9424 -4.0658 7.8971 1.458 0.402 -1.657 -0.218
O -3.7477 -3.9429 5.6584 -0.412 0.165 1.009 -0.284
O -2.4825 -3.6683 7.7957 -1.246 -0.050 -0.438 -0.190
H -1.2668 -2.1889 7.0615 -0.028 0.023 0.088 0.113
H -1.2743 -2.3393 8.8408 -0.229 -0.239 -0.125 0.143
H -2.7672 -0.3800 7.7398 -0.191 -0.235 -0.185 0.141
H -3.5247 -1.3998 8.9943 0.110 0.039 -0.079 0.138
```
Forces are in eV/Å.

For the LUMO energy, the calculation gives -2.94 eV. Its largest force on an atom is 3.16 eV Å⁻¹. For the HOMO-LUMO gap, the calculation gives 0.331 Ha. The charge is +1. As for the total energy: -256373.68942 eV. As for the spin multiplicity: 1.